Record 1
{"formula": "C9H22Br2O4SW", "method": "wB97M-V/def2-TZVPD", "charge": 4, "s_squared": 2.01, "e_tot_ev": -170578.240, "multiplicity": 3, "elements": ["W", "C", "O", "C", "C", "O", "C", "C", "O", "C", "H", "H", "H", "H", "H", "H", "H", "H", "H", "H", "H", "H", "H", "H", "Br", "C", "Br", "H", "H", "C", "S", "C", "O", "H", "H", "H", "H", "H", "H"], "xyz": [[-0.091524, -0.402361, -0.604274], [0.933311, -1.038790, 2.402601], [0.017292, -1.353580, 1.262706], [-1.074688, -2.260561, 1.683521], [-1.774288, -2.670028, 0.411733], [-1.861803, -1.442098, -0.417610], [-3.104735, -0.621754, -0.341435], [-2.749354, 0.578182, 0.501279], [-1.450458, 1.073828, -0.015691], [-1.539068, 2.442985, -0.602413], [1.243303, -1.985313, 2.838529], [1.782197, -0.518307, 1.973688], [0.386260, -0.422518, 3.113021], [-0.628537, -3.120210, 2.185605], [-1.706013, -1.713734, 2.384803], [-1.191793, -3.370032, -0.185154], [-2.774806, -3.071230, 0.566715], [-3.352440, -0.371480, -1.372596], [-3.899937, -1.230074, 0.087590], [-3.488875, 1.374103, 0.413906], [-2.597034, 0.344620, 1.553740], [-2.280778, 2.433517, -1.399570], [-1.823426, 3.119689, 0.200099], [-0.552134, 2.685128, -0.989430], [1.283405, -2.332219, -1.828559], [0.619618, -1.690165, -3.555589], [-0.482263, -0.098115, -3.161148], [-0.028185, -2.444710, -3.996007], [1.459325, -1.381806, -4.173750], [2.409956, 2.854857, 0.939934], [2.412110, 1.975597, -0.611467], [4.046739, 1.273521, -0.628243], [1.456351, 0.671305, -0.320960], [3.111538, 3.682866, 0.782235], [2.752477, 2.217636, 1.753525], [1.418390, 3.271644, 1.108559], [4.703976, 2.140862, -0.771888], [4.139480, 0.626207, -1.498684], [4.276412, 0.772540, 0.310678]], "forces_ev_per_a": [[-0.363, -0.136, -0.073], [-0.003, 0.016, -0.128], [0.126, -0.035, 0.175], [-0.009, 0.012, -0.039], [0.062, 0.023, -0.010], [-0.009, 0.012, 0.002], [0.049, -0.036, -0.039], [0.014, -0.014, 0.022], [-0.107, 0.026, -0.104], [0.065, -0.062, 0.030], [0.002, 0.019, 0.018], [-0.004, 0.000, 0.048], [0.022, -0.025, 0.020], [-0.022, 0.000, -0.010], [-0.007, -0.027, -0.012], [-0.039, -0.042, 0.049], [0.022, -0.002, 0.049], [-0.023, 0.016, 0.026], [-0.012, 0.033, 0.005], [-0.009, -0.021, -0.005], [-0.023, 0.000, -0.015], [-0.001, 0.019, 0.009], [0.006, 0.012, -0.018], [-0.023, 0.023, -0.002], [-0.112, 0.025, 0.016], [-0.024, 0.036, -0.003], [0.086, 0.019, -0.128], [0.026, 0.000, -0.010], [-0.017, -0.021, -0.016], [-0.041, -0.033, -0.058], [0.009, 0.134, 0.067], [-0.045, 0.028, -0.038], [0.380, 0.024, 0.157], [0.015, 0.006, -0.006], [0.010, -0.007, -0.002], [-0.001, -0.005, 0.011], [0.011, 0.005, 0.000], [0.007, -0.015, 0.004], [-0.017, -0.011, 0.010]]}

Record 2
{"formula": "C24H29BrN5O3PdSSi", "method": "wB97M-V/def2-TZVPD", "e_above_lowest_kj_mol": 67.01, "charge": 1, "s_squared": 6.07, "multiplicity": 5, "elements": ["Pd", "N", "C", "C", "N", "H", "H", "H", "H", "H", "H", "H", "H", "C", "Si", "C", "C", "N", "C", "C", "C", "C", "C", "C", "O", "C", "C", "C", "C", "C", "C", "H", "H", "H", "H", "H", "H", "H", "H", "H", "H", "H", "H", "H", "H", "H", "H", "H", "H", "Br", "C", "C", "N", "C", "C", "C", "C", "O", "O", "H", "H", "H", "S", "C", "N"], "xyz": [[-0.236959, -0.124934, 0.199379], [0.155634, 0.258121, 2.497978], [1.579661, 0.321885, 2.829917], [2.368151, -0.591855, 1.908188], [2.128041, -0.217828, 0.504949], [-0.358421, 1.018068, 2.929170], [-0.240786, -0.641873, 2.832267], [1.759849, 0.009264, 3.861513], [1.934319, 1.348445, 2.726451], [2.033708, -1.620667, 2.040477], [3.427917, -0.536357, 2.167893], [2.564045, -0.886665, -0.118584], [2.520026, 0.695866, 0.305086], [-1.597158, -0.617417, -4.355593], [-0.090912, -0.788061, -3.237418], [1.529764, -0.677872, -4.206892], [-0.122486, -2.432263, -2.349976], [-0.061273, 0.502825, -2.003202], [0.049088, 1.795166, -2.285898], [0.154483, 2.291016, -3.622943], [0.239773, 3.627412, -3.893984], [0.229501, 4.560615, -2.850619], [0.149005, 4.136102, -1.531874], [0.074563, 2.788433, -1.243044], [0.052341, 2.307683, 0.033470], [-0.138143, 3.221449, 1.080168], [-1.422134, 3.611551, 1.419518], [-1.599711, 4.480369, 2.486155], [-0.502649, 4.946411, 3.196924], [0.778680, 4.549212, 2.841143], [0.966100, 3.685552, 1.771843], [-1.563606, -1.405990, -5.109335], [-1.650644, 0.341108, -4.872362], [-2.514307, -0.746067, -3.777964], [1.695169, -1.617367, -4.736504], [2.376488, -0.512690, -3.537693], [1.523966, 0.124310, -4.946482], [-0.164735, -3.243262, -3.081297], [-0.997984, -2.535030, -1.717276], [0.769133, -2.576402, -1.740959], [0.158565, 1.575651, -4.432869], [0.313979, 3.966395, -4.918242], [0.293305, 5.617964, -3.066654], [0.150897, 4.859904, -0.729128], [-2.265944, 3.245015, 0.846940], [-2.599295, 4.787373, 2.762615], [-0.645895, 5.632093, 4.020882], [1.634119, 4.907014, 3.397940], [1.958774, 3.389739, 1.455364], [-0.908447, -7.241615, 4.869710], [-0.691014, -6.282745, 3.258053], [-0.489193, -6.970327, 2.064754], [-0.342579, -6.338995, 0.911384], [-0.375310, -5.015005, 0.879129], [-0.554039, -4.252354, 2.029919], [-0.721607, -4.901158, 3.242478], [-0.535598, -2.739029, 1.979726], [-0.730350, -2.109184, 3.029578], [-0.314817, -2.245018, 0.822273], [-0.448287, -8.053038, 2.046955], [-0.262577, -4.539562, -0.086269], [-0.870195, -4.324217, 4.145067], [-2.597202, 0.371312, 0.639266], [-3.227189, -0.721271, -0.421024], [-3.727615, -1.467182, -1.160466]], "forces_ev_per_a": [[1.109, 0.381, 1.514], [-0.042, 0.290, -0.562], [0.120, -0.039, -0.183], [-0.064, 0.044, 0.175], [-0.512, -0.133, -0.197], [0.038, 0.120, -0.061], [-0.148, -0.062, 0.100], [-0.027, 0.046, 0.030], [0.007, 0.023, 0.012], [0.032, -0.005, -0.037], [0.005, -0.052, -0.026], [0.007, 0.003, -0.067], [0.022, 0.018, -0.068], [0.257, 0.093, 0.356], [0.264, -0.643, -0.653], [-0.375, 0.093, 0.123], [-0.045, 0.341, -0.204], [-0.293, -0.076, 0.469], [0.058, -0.138, 0.073], [-0.026, 0.107, -0.113], [-0.002, 0.017, -0.119], [-0.003, -0.098, -0.014], [-0.020, -0.017, 0.183], [0.054, 0.176, -0.202], [-0.061, -0.032, -0.132], [-0.003, 0.130, 0.251], [0.018, -0.159, -0.122], [-0.024, -0.014, 0.032], [0.004, 0.052, 0.020], [-0.042, -0.012, 0.032], [0.060, -0.083, -0.168], [0.004, -0.029, 0.003], [-0.018, -0.023, -0.006], [-0.027, -0.018, -0.021], [0.012, -0.019, 0.007], [0.023, -0.021, -0.004], [0.095, -0.089, -0.005], [0.056, 0.069, -0.060], [-0.123, -0.034, 0.212], [0.024, -0.047, 0.099], [-0.028, 0.115, 0.058], [-0.007, -0.004, 0.006], [-0.003, 0.003, 0.007], [0.010, 0.002, -0.002], [-0.005, 0.063, 0.003], [0.008, 0.022, -0.008], [-0.002, -0.035, 0.020], [0.003, 0.036, -0.032], [-0.002, -0.007, 0.029], [0.006, 0.051, -0.054], [0.015, -0.030, -0.068], [-0.061, 0.181, 0.275], [0.069, -0.243, -0.529], [-0.072, 0.041, 0.392], [0.146, 0.389, -0.302], [-0.026, -0.054, 0.177], [-0.284, -0.590, 0.156], [-0.128, -0.316, -0.024], [0.045, 0.523, -0.610], [-0.009, 0.012, 0.022], [0.031, 0.016, -0.003], [0.008, -0.016, 0.004], [0.043, -0.344, -0.248], [-0.275, 0.061, 0.151], [0.107, -0.037, -0.088]]}

Question: What is the multiplicity in the first record?
Answer: 3

Question: multiplicity of number 1 (C9H22Br2O4SW)?
Answer: 3

Question: Among the records above, which one has the lowest multiplicity?
Answer: C9H22Br2O4SW

Question: Look up the multiplicity of the second one.
Answer: 5